Entry 1:
Here is a structure of composition C19H41I2NO2P at a distorted geometry from the OMol25 dataset. Energies are from ωB97M-V with the def2-TZVPD basis set.

## Properties
gap between HOMO and LUMO: 0.3265 Eh
HOMO: -12.090 eV
strongest force on any atom: 2.5 eV/Å
total charge: +1

Atoms and positions in Å:
C 4.526 -0.487 2.514
C 4.612 0.001 1.058
C 3.544 1.036 0.684
C 3.408 1.296 -0.816
C 2.204 2.141 -1.261
C 0.831 1.649 -0.745
C 0.191 2.507 0.358
C -0.774 1.755 1.297
C -2.207 2.299 1.297
C -2.985 2.002 0.008
C -4.056 0.897 0.107
C -3.754 -0.331 0.990
C -3.856 -1.697 0.262
P -2.262 -2.298 -0.248
N -1.578 -1.182 -1.285
C -1.264 -2.456 1.266
O -0.849 -3.780 1.355
C 0.003 -4.036 2.461
C -2.311 -3.872 -1.086
I -4.199 -4.786 -1.120
C -1.209 -4.508 -1.652
C -1.185 -5.810 -2.411
I 0.726 -3.712 -1.515
H 5.463 -0.337 3.057
H 3.742 0.051 3.060
H 4.296 -1.554 2.570
H 4.515 -0.849 0.374
H 5.603 0.423 0.873
H 2.588 0.705 1.103
H 3.787 1.984 1.176
H 3.406 0.340 -1.360
H 4.319 1.819 -1.130
H 2.371 3.178 -0.939
H 2.190 2.168 -2.354
H 0.130 1.599 -1.586
H 0.929 0.617 -0.388
H 0.981 2.975 0.952
H -0.351 3.332 -0.124
H -0.794 0.696 0.993
H -0.378 1.766 2.315
H -2.764 1.881 2.146
H -2.166 3.378 1.454
H -3.508 2.909 -0.312
H -2.274 1.796 -0.806
H -4.291 0.552 -0.910
H -4.980 1.358 0.470
H -2.785 -0.213 1.476
H -4.475 -0.378 1.810
H -4.466 -1.618 -0.644
H -4.333 -2.451 0.897
H -1.912 -0.239 -1.107
H -1.792 -1.417 -2.247
H -0.433 -1.740 1.201
H -1.911 -2.162 2.106
H 0.812 -3.303 2.504
H -0.569 -4.013 3.393
H 0.420 -5.032 2.308
H -0.821 -5.635 -3.431
H -2.168 -6.273 -2.459
H -0.476 -6.498 -1.937
C 2.080 5.602 -2.786
O 3.354 5.041 -2.497
H 1.481 4.804 -3.220
H 1.574 5.966 -1.886
H 2.142 6.418 -3.510
H 3.906 5.725 -2.121

Atomic partial charges in e from the Mulliken method, atoms 1 to 8: atom 1 (C): -1.145, atom 2 (C): -0.424, atom 3 (C): -0.140, atom 4 (C): -1.123, atom 5 (C): -0.877, atom 6 (C): 0.153, atom 7 (C): -0.950, atom 8 (C): 0.316



Entry 2:
Here is a structure of composition C19H41N2OP2Pb at a distorted geometry from the OMol25 dataset. Energies are from ωB97M-V with the def2-TZVPD basis set.

## Properties
gap between HOMO and LUMO (spin up / spin down): 0.2441 / 0.2441 Eh
HOMO (spin up / spin down): -18.721 / -18.720 eV
strongest force on any atom: 3.7 eV/Å
total charge: +3

Atoms and positions in Å:
Pb -0.912 0.010 -0.255
P 0.129 -2.657 -0.313
P 0.105 2.663 -0.015
N 1.750 0.063 -1.020
C 1.764 -2.501 -1.142
H 2.411 -3.290 -0.763
H 1.616 -2.672 -2.235
C 2.561 -1.189 -0.895
H 3.102 -1.207 0.092
H 3.289 -1.052 -1.692
C 2.542 1.297 -0.740
H 3.272 1.256 -1.539
H 3.085 1.193 0.238
C 1.747 2.618 -0.835
H 1.589 2.913 -1.893
H 2.384 3.359 -0.359
C 0.389 3.569 1.617
C -0.830 3.445 2.534
H -0.560 3.837 3.530
H -1.105 2.392 2.689
H -1.721 3.999 2.170
C -0.958 3.682 -1.138
C -2.373 3.857 -0.549
H -3.016 4.214 -1.358
H -2.402 4.591 0.268
H -2.807 2.912 -0.207
C -0.948 -3.519 -1.560
C -2.360 -3.768 -0.981
H -3.002 -4.042 -1.823
H -2.790 -2.866 -0.521
H -2.361 -4.597 -0.257
C 0.412 -3.747 1.161
C -0.761 -3.653 2.145
H -0.518 -4.225 3.052
H -1.682 -4.085 1.727
H -0.966 -2.616 2.446
C -3.110 -0.073 1.292
C -0.351 5.022 -1.562
H -0.300 5.753 -0.746
H 0.638 4.906 -2.003
H -0.993 5.423 -2.352
C -0.337 -4.791 -2.170
H -1.001 -5.093 -2.984
H 0.651 -4.611 -2.603
H -0.280 -5.614 -1.446
C 0.769 -5.207 0.863
H 1.130 -5.670 1.798
H -0.110 -5.789 0.541
H 1.571 -5.309 0.115
C 0.792 5.038 1.478
H -0.048 5.717 1.218
H 1.188 5.380 2.454
H 1.608 5.204 0.761
H 1.237 3.019 2.058
H 1.287 -3.285 1.647
H -1.008 3.002 -2.030
H -1.011 -2.731 -2.361
O -3.888 -0.105 2.130
H 1.614 0.122 -2.043
H -1.055 0.091 -2.002
C 0.229 -0.102 4.791
C 0.020 -0.087 3.364
N -0.162 -0.085 2.215
H 0.782 -1.016 5.064
H -0.753 -0.083 5.300
H 0.816 0.790 5.071

Atomic partial charges in e from the Mulliken method, atoms 1 to 8: atom 1 (Pb): 1.377, atom 2 (P): 0.509, atom 3 (P): 0.493, atom 4 (N): -0.012, atom 5 (C): -0.802, atom 6 (H): 0.400, atom 7 (H): 0.525, atom 8 (C): -1.215



Entry 3:
Here is a structure of composition C19H41N7O26S2 at a distorted geometry from the OMol25 dataset. Energies are from ωB97M-V with the def2-TZVPD basis set.

## Properties
gap between HOMO and LUMO (spin up / spin down): 0.3004 / 0.1214 Eh
spin multiplicity: 2
HOMO (spin up / spin down): -12.492 / -12.492 eV
strongest force on any atom: 5.1 eV/Å
total charge: +1

Atoms and positions in Å:
C -2.324 -2.417 -4.499
N -1.936 -1.068 -5.003
O -1.146 -0.461 -4.348
O -2.586 -0.625 -5.914
H -1.461 -2.895 -4.035
H -2.494 -3.003 -5.402
H -3.231 -2.330 -3.902
C -2.011 -4.776 1.375
N -1.401 -3.344 1.378
O -0.967 -2.802 2.334
O -1.847 -2.671 0.512
H -1.905 -5.291 2.330
H -1.611 -5.444 0.613
H -3.046 -4.767 1.032
C 4.567 2.642 1.195
N 4.516 3.282 2.505
O 3.501 3.841 2.785
O 5.520 3.116 3.261
H 5.632 2.515 0.996
H 4.175 3.425 0.546
H 3.931 1.762 1.098
C -4.751 4.455 1.347
N -3.783 4.526 0.180
O -3.919 3.691 -0.755
O -2.920 5.394 0.184
H -5.751 4.156 1.032
H -4.849 5.404 1.875
H -4.450 3.701 2.073
C 2.479 5.243 -3.391
N 2.746 3.779 -3.496
O 3.919 3.417 -3.291
O 1.813 2.993 -3.734
H 2.487 5.435 -4.464
H 3.254 5.706 -2.781
H 1.488 5.408 -2.968
C 3.509 0.414 -5.446
N 3.021 -0.192 -4.197
O 3.793 -0.591 -3.350
O 1.816 -0.359 -4.195
H 4.590 0.560 -5.435
H 2.954 1.347 -5.546
H 3.311 -0.274 -6.267
C -2.326 0.250 3.922
N -3.147 0.889 4.898
O -3.121 2.121 4.911
O -3.866 0.161 5.576
H -2.706 0.594 2.960
H -2.513 -0.824 3.943
H -1.348 0.585 4.266
O 4.657 -2.252 4.907
C 3.906 -1.367 4.486
O 3.055 -1.520 3.409
C 2.425 -0.301 3.044
C 2.469 0.436 4.349
C 3.780 0.059 5.061
H 1.434 -0.516 2.645
H 2.981 0.270 2.301
H 1.588 0.270 4.968
H 2.521 1.508 4.158
H 3.636 0.134 6.139
H 4.661 0.644 4.796
O 1.356 -4.008 0.857
C 1.633 -4.041 -0.372
O 1.824 -2.875 -0.984
C 1.710 -3.102 -2.410
C 1.363 -4.579 -2.661
C 1.690 -5.202 -1.354
H 2.647 -2.939 -2.942
H 0.949 -2.449 -2.839
H 2.088 -4.990 -3.363
H 0.333 -4.671 -3.007
H 2.756 -5.430 -1.365
H 1.041 -6.052 -1.143
C -5.025 0.073 -0.339
C -4.346 0.538 0.945
O -4.012 -0.633 1.549
S -5.304 -1.615 1.553
O -6.279 -1.190 2.553
O -4.797 -3.000 1.599
O -5.819 -1.029 0.096
H -4.374 -0.281 -1.138
H -5.742 0.814 -0.692
H -4.976 1.207 1.531
H -3.389 0.941 0.614
C 1.131 0.734 -0.951
C -0.212 -0.016 -0.888
O -1.003 0.890 -0.211
S -0.329 2.057 0.696
O -0.496 1.693 2.104
O -0.880 3.351 0.332
O 1.135 1.638 0.115
H 1.273 1.201 -1.926
H 1.928 0.018 -0.751
H -0.020 -0.899 -0.279
H -0.572 -0.195 -1.901

Atomic partial charges in e from the Mulliken method, atoms 1 to 8: atom 1 (C): -0.452, atom 2 (N): 0.842, atom 3 (O): -0.439, atom 4 (O): -0.544, atom 5 (H): -0.021, atom 6 (H): 0.335, atom 7 (H): 0.257, atom 8 (C): -0.875



Entry 4:
Here is a cluster of 4 separate species, C19H42BF9N2O13PS5 in total at a distorted geometry from the OMol25 dataset. Energies are from ωB97M-V with the def2-TZVPD basis set.

## Properties
gap between HOMO and LUMO: 0.2214 Eh
HOMO: -4.337 eV
strongest force on any atom: 1.7 eV/Å
total charge: -1

Atoms and positions in Å:
N 6.631 -1.677 4.447
C 6.868 -1.416 3.032
P 5.542 -0.369 2.180
C 4.449 -1.881 1.722
C 3.001 -1.442 1.524
C 1.968 -2.530 1.886
C 0.737 -2.582 0.975
C -0.373 -1.594 1.345
F 0.137 -0.494 1.930
F -1.043 -1.218 0.218
C -1.405 -2.277 2.292
F -0.774 -2.971 3.242
F -2.126 -3.145 1.569
S -2.620 -1.115 3.200
F -3.877 -1.670 2.393
F -2.442 0.014 2.103
F -1.431 -0.532 4.057
F -2.887 -2.220 4.316
F -3.609 -0.143 3.977
O 6.478 -0.313 0.681
C 6.449 1.012 0.240
C 6.461 1.963 1.492
N 5.353 3.005 1.420
C 4.510 3.079 2.276
S 3.283 3.069 3.269
B 7.785 2.869 1.555
O 8.323 3.373 0.371
O 8.409 3.189 2.746
O 6.430 1.151 2.599
H 6.538 -0.803 4.947
H 5.786 -2.218 4.580
H 7.018 -2.354 2.492
H 7.808 -0.867 2.953
H 4.797 -0.300 3.431
H 4.581 0.475 1.496
H 4.513 -2.655 2.496
H 4.827 -2.312 0.788
H 2.854 -1.178 0.472
H 2.783 -0.545 2.111
H 1.684 -2.450 2.937
H 2.462 -3.502 1.798
H 0.305 -3.584 1.004
H 1.025 -2.390 -0.058
H 7.355 1.166 -0.355
H 5.619 1.248 -0.441
H 7.681 3.921 -0.093
H 8.034 3.979 3.144
O -9.189 0.284 3.368
S -8.973 1.444 4.179
O -9.128 2.748 3.611
O -7.552 1.329 4.875
C -6.402 1.067 4.031
C -5.942 2.298 3.280
C -9.942 1.335 5.644
H -6.628 0.243 3.353
H -5.629 0.729 4.714
H -6.676 2.608 2.536
H -5.003 2.085 2.769
H -5.793 3.132 3.966
H -9.799 0.354 6.087
H -10.980 1.473 5.347
H -9.634 2.124 6.324
O -0.209 1.182 -3.872
S -1.178 2.236 -3.823
O -0.888 3.455 -3.136
O -2.556 1.643 -3.304
C -2.545 0.895 -2.062
C -2.457 1.782 -0.840
C -1.705 2.622 -5.459
H -1.732 0.168 -2.084
H -3.482 0.342 -2.069
H -1.490 2.279 -0.777
H -2.588 1.178 0.055
H -3.227 2.554 -0.866
H -1.957 1.701 -5.979
H -0.872 3.121 -5.949
H -2.563 3.285 -5.400
O -1.622 -0.679 -8.882
S -1.013 -1.972 -8.773
O -1.836 -3.132 -8.619
O 0.076 -1.930 -7.622
C -0.336 -1.432 -6.325
C -1.132 -2.451 -5.538
C 0.095 -2.224 -10.116
H -0.893 -0.504 -6.451
H 0.585 -1.192 -5.800
H -2.099 -2.648 -6.002
H -1.303 -2.076 -4.529
H -0.594 -3.397 -5.482
H 0.736 -1.352 -10.210
H -0.514 -2.351 -11.008
H 0.676 -3.121 -9.922

Atomic partial charges in e from the Mulliken method, atoms 1 to 8: atom 1 (N): -0.698, atom 2 (C): -1.047, atom 3 (P): 0.673, atom 4 (C): -1.339, atom 5 (C): -0.062, atom 6 (C): -0.769, atom 7 (C): -1.437, atom 8 (C): 1.183



Entry 5:
Here is a cluster of 3 separate species, C19H42BN2O11PS in total at a distorted geometry from the OMol25 dataset. Energies are from ωB97M-V with the def2-TZVPD basis set.

## Properties
gap between HOMO and LUMO (spin up / spin down): 0.2862 / 0.3073 Eh
spin multiplicity: 3
HOMO (spin up / spin down): -8.625 / -9.199 eV
strongest force on any atom: 8.6 eV/Å
total charge: 0

Atoms and positions in Å:
O -0.893 4.860 0.131
S -1.637 3.506 0.033
O -2.387 3.510 -1.356
C -0.464 2.000 0.112
O -0.722 1.239 -1.120
P 0.248 -0.204 -1.227
O 0.777 -0.264 -2.749
O -0.666 -1.648 -0.804
O 1.673 -0.213 -0.224
O 2.425 -1.170 -0.758
B 3.037 -2.007 0.292
O 2.250 -3.111 0.948
O 4.456 -1.884 0.758
H -2.631 3.466 1.027
H 0.643 2.403 0.214
H -0.791 1.418 1.102
H -0.100 -2.449 -1.014
H 2.609 -3.195 1.896
H 4.577 -1.037 1.296
C -2.649 8.889 -5.034
C -3.785 8.982 -3.978
C -3.180 9.390 -2.610
C -2.366 8.269 -1.971
C -3.187 6.992 -1.854
C -3.887 6.555 -3.170
N -4.544 7.688 -3.905
O -5.769 7.953 -3.264
C -2.872 5.860 -4.115
C -4.881 5.399 -2.804
C -4.663 10.164 -4.509
H -2.282 9.886 -5.307
H -1.766 8.355 -4.683
H -3.000 8.411 -5.956
H -3.978 9.687 -1.918
H -2.540 10.274 -2.726
H -1.451 8.080 -2.541
H -2.039 8.584 -0.972
H -2.537 6.186 -1.490
H -3.941 7.149 -1.071
H -3.328 5.637 -5.086
H -2.532 4.905 -3.696
H -1.965 6.434 -4.288
H -5.594 5.690 -2.024
H -4.344 4.526 -2.413
H -5.448 5.068 -3.683
H -5.073 9.932 -5.500
H -4.068 11.081 -4.606
H -5.495 10.414 -3.843
C 1.650 -9.343 2.697
C 2.454 -8.066 2.330
C 3.883 -8.472 1.886
C 4.744 -8.957 3.049
C 4.784 -7.927 4.170
C 3.389 -7.415 4.623
N 2.465 -7.101 3.482
O 2.835 -5.842 2.974
C 2.710 -8.455 5.553
C 3.631 -6.193 5.575
C 1.683 -7.509 1.088
H 1.386 -9.915 1.799
H 2.201 -10.046 3.321
H 0.711 -9.091 3.205
H 4.385 -7.622 1.406
H 3.834 -9.260 1.124
H 4.377 -9.916 3.428
H 5.764 -9.145 2.690
H 5.322 -8.357 5.024
H 5.392 -7.080 3.824
H 1.686 -8.153 5.799
H 3.251 -8.549 6.502
H 2.679 -9.461 5.142
H 4.236 -5.409 5.104
H 4.179 -6.497 6.476
H 2.684 -5.748 5.901
H 0.650 -7.252 1.351
H 1.642 -8.255 0.285
H 2.155 -6.623 0.651

Atomic partial charges in e from the Mulliken method, atoms 1 to 8: atom 1 (O): -0.589, atom 2 (S): 0.736, atom 3 (O): -0.548, atom 4 (C): -0.395, atom 5 (O): -0.099, atom 6 (P): 0.785, atom 7 (O): -0.615, atom 8 (O): -0.503



Entry 6:
Here is a cluster of 7 separate species, C19H42Br4F2N4O10S2 in total at a distorted geometry from the OMol25 dataset. Energies are from ωB97M-V with the def2-TZVPD basis set.

## Properties
gap between HOMO and LUMO: 0.0840 Eh
HOMO: -8.427 eV
strongest force on any atom: 12.9 eV/Å
total charge: 0

Atoms and positions in Å:
C 25.687 -22.792 2.277
C 25.325 -21.480 3.054
C 26.606 -20.835 3.608
C 27.621 -20.294 2.473
C 26.942 -19.312 1.561
C 25.508 -19.666 1.056
N 24.671 -20.435 2.135
O 23.305 -20.752 1.779
C 25.554 -20.509 -0.154
C 24.854 -18.288 0.784
C 24.461 -21.801 4.257
H 24.717 -23.123 1.907
H 26.069 -23.519 2.993
H 26.508 -22.791 1.559
H 27.142 -21.483 4.301
H 26.406 -19.954 4.219
H 28.096 -21.119 1.943
H 28.387 -19.868 3.121
H 27.668 -19.074 0.783
H 26.816 -18.431 2.190
H 24.867 -20.072 -0.878
H 25.200 -21.539 -0.102
H 26.573 -20.611 -0.528
H 23.819 -18.360 0.449
H 25.252 -17.674 -0.024
H 24.765 -17.584 1.611
H 24.975 -22.540 4.872
H 23.443 -22.170 4.129
H 24.292 -21.008 4.985
N 20.229 -17.027 5.100
S 19.994 -16.847 6.514
O 19.676 -18.074 7.231
O 19.644 -15.488 7.024
F 21.552 -16.825 6.902
S 18.613 -17.065 4.717
O 17.752 -15.978 5.159
O 18.097 -18.457 4.564
F 18.904 -16.650 3.172
C 25.474 -13.683 11.538
N 25.723 -13.616 12.975
O 25.437 -12.572 13.523
O 26.396 -14.538 13.337
H 25.236 -12.699 11.135
H 24.548 -14.248 11.428
H 26.315 -13.910 10.883
C 16.399 -9.596 8.593
N 16.415 -8.469 7.598
O 16.362 -8.707 6.419
O 16.562 -7.318 8.045
H 16.986 -9.226 9.433
H 16.857 -10.471 8.133
H 15.374 -9.804 8.900
Br 23.676 -21.265 14.994
C 22.972 -21.976 13.246
C 22.616 -23.472 13.569
Br 22.113 -24.071 11.713
H 23.624 -21.810 12.388
H 22.153 -21.302 12.993
H 21.848 -23.759 14.287
H 23.551 -23.976 13.814
Br 22.888 -10.964 2.008
C 22.834 -11.373 3.944
C 23.554 -10.244 4.766
Br 25.452 -10.856 4.731
H 23.122 -12.415 4.086
H 21.755 -11.401 4.098
H 23.295 -10.217 5.824
H 23.536 -9.256 4.306
C 16.713 -12.338 -3.441
C 17.555 -13.492 -3.888
O 16.946 -14.059 -5.048
C 17.339 -15.417 -5.245
C 16.911 -15.925 -6.647
H 16.971 -11.539 -4.135
H 15.644 -12.538 -3.509
H 17.052 -12.003 -2.460
H 18.599 -13.199 -3.996
H 17.496 -14.208 -3.068
H 18.421 -15.540 -5.209
H 16.855 -16.048 -4.499
H 17.394 -16.869 -6.898
H 17.335 -15.253 -7.393
H 15.833 -15.931 -6.803

Atomic partial charges in e from the Mulliken method, atoms 1 to 8: atom 1 (C): -1.688, atom 2 (C): 1.461, atom 3 (C): -1.396, atom 4 (C): -0.654, atom 5 (C): -1.149, atom 6 (C): 1.618, atom 7 (N): 0.511, atom 8 (O): -0.194